# 1
A 3-piece molecular cluster, C49H78IN7O6S3 overall at a distorted geometry. Source: OMol25; level of theory: ωB97M-V with the def2-TZVPD basis set.

Each atom is followed by the atoms it is bonded to, with distances in Å.
Positions of all 144 atoms, in Å:
1 I 2.139 4.754 1.820  C48 2.144
2 S -0.157 -1.379 -7.324  C21 1.825, C27 1.737
3 S 3.276 -2.491 0.920  C32 1.619
4 S 1.150 -0.424 0.726  C19 1.816, C32 1.771
5 O -5.004 5.598 1.645  C22 1.245
6 O -3.895 4.738 3.441  C22 1.244
7 O -2.559 -2.170 -6.441  C27 1.364, C45 1.339
8 O 3.314 1.012 -2.779  N16 1.288
9 O -1.444 -2.829 5.127  N12 1.286
10 O -1.801 -0.106 -2.347  N11 1.376, C26 1.447
11 N -1.482 1.011 -1.610  O10 1.376, C37 1.366, C39 1.316
12 N -2.095 -2.896 6.234  O9 1.286, C42 1.499, C53 1.498
13 N -0.921 -2.930 -5.205  N15 1.391, C27 1.281
14 N -3.908 0.908 2.372  C51 1.262, H127 1.026
15 N -2.125 -3.377 -4.670  N13 1.391, C45 1.277
16 N 4.515 1.017 -2.314  O8 1.288, C43 1.497, C60 1.503
17 N 0.727 -3.070 0.478  C18 1.467, C32 1.406, C46 1.466
18 C -0.032 -2.926 -0.770  N17 1.467, C49 1.543, H73 1.087, H93 1.091
19 C 2.568 0.530 0.112  S4 1.816, C34 1.528, H95 1.083, H98 1.088
20 C -0.688 4.483 0.570  C23 1.434, C31 1.367, C48 1.505
21 C 0.040 0.156 -6.358  S2 1.825, C52 1.527, H125 1.089, H141 1.087
22 C -4.098 4.984 2.238  O5 1.245, O6 1.244, C36 1.521
23 C -0.862 3.242 -0.126  C20 1.434, C24 1.431, C54 1.428
24 C 0.144 2.532 -0.855  C23 1.431, C37 1.375, C64 1.503
25 C -3.258 3.232 0.637  C36 1.362, C54 1.424, C66 1.509
26 C -2.741 0.156 -3.416  O10 1.447, C40 1.512, H118 1.090, H122 1.089
27 C -1.212 -2.223 -6.232  S2 1.737, O7 1.364, N13 1.281
28 C -3.255 -0.924 5.319  C42 1.521, H92 1.091, H101 1.089, H117 1.086
29 C -2.371 -4.314 8.286  C53 1.538, H77 1.090, H119 1.091, H142 1.087
30 C 4.317 3.422 -2.661  C60 1.517, H86 1.090, H97 1.089, H109 1.090
31 C -1.753 4.970 1.275  C20 1.367, C36 1.411, H121 1.082
32 C 1.723 -2.099 0.687  S3 1.619, S4 1.771, N17 1.406
33 C -4.441 -3.102 5.448  C42 1.531, C44 1.527, H67 1.095, H126 1.092
34 C 2.299 2.017 0.334  C19 1.528, C64 1.553, H76 1.087, H82 1.092
35 C 6.318 -0.495 -1.450  C43 1.550, H114 1.087, H132 1.089, H134 1.090
36 C -3.025 4.366 1.355  C22 1.521, C25 1.362, C31 1.411
37 C -0.193 1.460 -1.646  N11 1.366, C24 1.375, C56 1.495
38 C 6.448 2.553 -1.824  C60 1.537, H78 1.091, H105 1.087, H137 1.090
39 C -2.420 1.536 -0.849  N11 1.316, C54 1.387, H131 1.074
40 C -4.112 -0.405 -3.114  C26 1.512, H111 1.089, H116 1.089, H128 1.086
41 C -0.689 -4.880 6.597  C53 1.523, H74 1.087, H87 1.090, H138 1.091
42 C -3.418 -2.196 6.138  N12 1.499, C28 1.521, C33 1.531, C58 1.550
43 C 5.184 -0.311 -2.491  N16 1.497, C35 1.550, C57 1.532, C63 1.525
44 C -4.505 -4.516 6.020  C33 1.527, C62 1.527, H100 1.092, H102 1.093
45 C -3.035 -2.912 -5.434  O7 1.339, N15 1.277, H135 1.075
46 C -0.055 -3.433 1.664  N17 1.466, C50 1.534, H110 1.090, H123 1.089
47 C 0.122 5.607 -2.019  C61 1.524, H81 1.087, H89 1.090, H96 1.088
48 C 0.522 5.378 0.559  I1 2.144, C20 1.505, C61 1.556, H120 1.082
49 C 0.031 -4.205 -1.629  C18 1.543, H99 1.086, H130 1.086, H136 1.087
50 C -1.237 -2.524 2.024  C46 1.534, H83 1.088, H112 1.087, H143 1.091
51 C -4.554 1.205 1.330  N14 1.262, C66 1.515, H124 1.093
52 C 0.718 -0.057 -5.006  C21 1.527, C59 1.528, H72 1.089, H115 1.086
53 C -2.082 -4.291 6.776  N12 1.498, C29 1.538, C41 1.523, C62 1.529
54 C -2.175 2.680 -0.104  C23 1.428, C25 1.424, C39 1.387
55 C 5.773 2.065 -4.185  C60 1.528, C65 1.528, H75 1.095, H85 1.092
56 C 0.692 0.702 -2.584  C37 1.495, C59 1.547, H71 1.079, H80 1.085
57 C 5.730 -0.433 -3.917  C43 1.532, C65 1.529, H69 1.092, H106 1.095
58 C -3.921 -1.773 7.542  C42 1.550, H70 1.091, H90 1.087, H107 1.089
59 C 0.440 1.107 -4.055  C52 1.528, C56 1.547, H91 1.090, H94 1.092
60 C 5.265 2.242 -2.755  N16 1.503, C30 1.517, C38 1.537, C55 1.528
61 C 1.005 5.921 -0.817  C47 1.524, C48 1.556, H84 1.089, H133 1.089
62 C -3.114 -5.149 6.043  C44 1.527, C53 1.529, H79 1.092, H144 1.095
63 C 4.171 -1.423 -2.247  C43 1.525, H88 1.092, H104 1.089, H129 1.089
64 C 1.613 2.838 -0.791  C24 1.503, C34 1.553, H113 1.081, H140 1.086
65 C 6.557 0.768 -4.375  C55 1.528, C57 1.529, H108 1.093, H139 1.091
66 C -4.612 2.566 0.667  C25 1.509, C51 1.515, H68 1.092, H103 1.089
67 H -4.191 -3.167 4.384  C33 1.095
68 H -5.003 2.463 -0.347  C66 1.092
69 H 6.323 -1.347 -3.979  C57 1.092
70 H -4.788 -2.348 7.870  C58 1.091
71 H 1.740 0.878 -2.396  C56 1.079
72 H 1.789 -0.077 -5.202  C52 1.089
73 H 0.414 -2.107 -1.328  C18 1.087
74 H -0.430 -5.005 5.548  C41 1.087
75 H 4.921 2.067 -4.873  C55 1.095
76 H 3.219 2.523 0.617  C34 1.087
77 H -2.187 -5.319 8.668  C29 1.090
78 H 6.125 2.579 -0.782  C38 1.091
79 H -3.152 -6.132 6.518  C62 1.092
80 H 0.504 -0.362 -2.476  C56 1.085
81 H 0.241 4.588 -2.379  C47 1.087
82 H 1.640 2.096 1.201  C34 1.092
83 H -1.156 -1.524 1.602  C50 1.088
84 H 1.062 7.005 -0.733  C61 1.089
85 H 6.388 2.928 -4.447  C55 1.092
86 H 4.828 4.358 -2.885  C30 1.090
87 H -0.655 -5.860 7.073  C41 1.090
88 H 3.717 -1.335 -1.257  C63 1.092
89 H 0.425 6.257 -2.840  C47 1.090
90 H -3.146 -1.872 8.298  C58 1.087
91 H -0.553 1.537 -4.195  C59 1.090
92 H -2.492 -0.272 5.746  C28 1.091
93 H -1.074 -2.662 -0.580  C18 1.091
94 H 1.137 1.918 -4.277  C59 1.092
95 H 2.831 0.232 -0.896  C19 1.083
96 H -0.926 5.819 -1.824  C47 1.088
97 H 3.487 3.327 -3.360  C30 1.089
98 H 3.403 0.235 0.745  C19 1.088
99 H 0.340 -3.967 -2.643  C49 1.086
100 H -5.171 -5.126 5.408  C44 1.092
101 H -4.200 -0.382 5.311  C28 1.089
102 H -4.939 -4.507 7.024  C44 1.093
103 H -5.294 3.207 1.223  C66 1.089
104 H 3.377 -1.429 -2.992  C63 1.089
105 H 7.269 1.846 -1.911  C38 1.087
106 H 4.888 -0.559 -4.607  C57 1.095
107 H -4.211 -0.723 7.540  C58 1.089
108 H 7.507 0.810 -3.836  C65 1.093
109 H 3.908 3.490 -1.653  C30 1.090
110 H -0.411 -4.457 1.548  C46 1.090
111 H -4.710 0.300 -2.539  C40 1.089
112 H -1.342 -2.437 3.102  C50 1.087
113 H 1.832 3.875 -0.578  C64 1.081
114 H 6.282 0.264 -0.672  C35 1.087
115 H 0.390 -0.990 -4.559  C52 1.086
116 H -4.645 -0.544 -4.053  C40 1.089
117 H -2.994 -1.127 4.284  C28 1.086
118 H -2.313 -0.314 -4.302  C26 1.090
119 H -1.711 -3.628 8.816  C29 1.091
120 H 0.234 6.278 1.086  C48 1.082
121 H -1.632 5.895 1.825  C31 1.082
122 H -2.781 1.226 -3.616  C26 1.089
123 H 0.633 -3.466 2.507  C46 1.089
124 H -5.104 0.399 0.838  C51 1.093
125 H -0.953 0.588 -6.247  C21 1.089
126 H -5.420 -2.622 5.508  C33 1.092
127 H -3.446 1.742 2.751  N14 1.026
128 H -4.050 -1.355 -2.592  C40 1.086
129 H 4.689 -2.380 -2.301  C63 1.089
130 H 0.745 -4.888 -1.177  C49 1.086
131 H -3.383 1.060 -0.870  C39 1.074
132 H 6.217 -1.453 -0.944  C35 1.089
133 H 2.027 5.601 -1.018  C61 1.089
134 H 7.310 -0.469 -1.902  C35 1.090
135 H -4.095 -3.066 -5.339  C45 1.075
136 H -0.943 -4.687 -1.664  C49 1.087
137 H 6.847 3.535 -2.075  C38 1.090
138 H 0.066 -4.244 7.062  C41 1.091
139 H 6.813 0.649 -5.429  C65 1.091
140 H 2.107 2.626 -1.735  C64 1.086
141 H 0.626 0.829 -6.979  C21 1.087
142 H -3.399 -4.064 8.538  C29 1.087
143 H -2.173 -2.941 1.649  C50 1.091
144 H -2.780 -5.310 5.013  C62 1.095

Results
- Spin multiplicity: 3
- <S²>: 2.008
- Frontier orbital gap: 0.246 Eh
- HOMO energy: -7.67 eV
- Energy: -4240.59143 Eh


# 2
A 10-piece molecular cluster, C49H79ClF3NO14S overall at a distorted geometry. Source: OMol25; level of theory: ωB97M-V with the def2-TZVPD basis set.

Each atom is followed by the atoms it is bonded to, with distances in Å.
Positions of all 148 atoms, in Å:
1 Cl 0.889 2.397 -3.252  C37 1.826
2 S 0.441 -0.940 -3.924  O6 1.443, O13 1.442, O14 1.614, C57 1.805
3 F 0.620 -5.477 -1.841  C56 1.335
4 F -0.905 -4.929 -3.273  C56 1.369
5 F 1.104 -4.995 -3.950  C56 1.351
6 O 0.888 -0.611 -5.256  S2 1.443
7 O -3.899 -1.774 2.728  C50 1.214
8 O -9.189 -1.041 2.181  C42 1.210
9 O 1.688 1.773 1.694  C64 1.215
10 O -4.056 1.754 -2.219  C54 1.211
11 O 2.591 0.990 6.560  C21 1.212
12 O -2.433 -0.124 -8.809  C27 1.211
13 O -0.878 -0.367 -3.814  S2 1.442
14 O 0.460 -2.552 -3.864  S2 1.614, C28 1.464
15 O -1.470 0.164 6.017  C61 1.210
16 O 4.432 4.893 4.203  C24 1.211
17 O -4.222 -2.480 -0.691  C68 1.200
18 O -3.294 -0.534 -0.073  C68 1.371, H79 0.971
19 O 5.262 3.907 -4.113  C62 1.210
20 N 3.684 -4.492 -1.671  C47 1.325, C58 1.331
21 C 3.268 1.155 7.552  O11 1.212, C26 1.507, C51 1.508
22 C 3.424 -3.158 -3.690  C29 1.415, C47 1.425, H140 1.093
23 C 6.145 6.069 -3.682  C62 1.508, H113 1.091, H115 1.089, H126 1.091
24 C 4.162 6.047 4.453  O16 1.211, C55 1.508, C63 1.508
25 C -0.166 0.955 -1.223  C37 1.552, C48 1.584, H71 1.113, H90 1.101
26 C 4.766 1.303 7.460  C21 1.507, H72 1.089, H100 1.091, H144 1.091
27 C -1.803 -1.147 -8.658  O12 1.211, C41 1.507, C43 1.510
28 C 0.504 -3.127 -2.519  O14 1.464, C49 1.559, C56 1.575, C66 1.580
29 C 4.516 -3.799 -4.323  C22 1.415, C69 1.414, H141 1.095
30 C 2.951 -2.749 0.567  C35 1.519, C60 1.209
31 C 1.752 2.010 4.052  C64 1.502, H78 1.092, H130 1.091, H145 1.091
32 C -0.904 -1.925 5.035  C61 1.510, H80 1.092, H96 1.090, H139 1.092
33 C 3.628 5.625 -3.997  C62 1.508, H81 1.091, H95 1.091, H99 1.089
34 C -10.362 -0.856 0.125  C42 1.508, H97 1.089, H114 1.091, H131 1.091
35 C 1.769 -3.262 -0.239  C30 1.519, C66 1.588, H82 1.110, H118 1.098
36 C 2.108 -1.242 -1.593  C57 1.576, C66 1.573, H76 1.107, H109 1.111
37 C 1.153 1.063 -2.033  Cl1 1.826, C25 1.552, C57 1.575, H89 1.108
38 C -9.770 -3.122 1.195  C42 1.508, H74 1.089, H120 1.091, H133 1.091
39 C 2.922 0.153 -3.526  C44 1.369, C57 1.584, H121 1.100
40 C 3.867 2.086 2.598  C64 1.505, H84 1.092, H137 1.091, H142 1.091
41 C -0.838 -1.318 -7.512  C27 1.507, H70 1.086, H73 1.091, H128 1.092
42 C -9.721 -1.616 1.259  O8 1.210, C34 1.508, C38 1.508
43 C -1.953 -2.307 -9.613  C27 1.510, H77 1.091, H83 1.091, H134 1.089
44 C 3.848 1.017 -3.006  C39 1.369, H101 1.121, H110 1.103
45 C -1.405 -3.565 -0.695  C49 1.560, C53 1.569, H125 1.101, H132 1.107
46 C -5.937 0.434 -2.819  C54 1.509, H92 1.092, H127 1.090, H136 1.092
47 C 3.074 -3.541 -2.362  N20 1.325, C22 1.425, C66 1.569
48 C -0.249 2.234 -0.292  C25 1.584, H123 1.100, H138 1.104, H148 1.108
49 C -0.791 -2.647 -1.796  C28 1.559, C45 1.560, H116 1.109, H129 1.105
50 C -4.762 -1.043 3.171  O7 1.214, C52 1.508, C67 1.504
51 C 2.652 1.223 8.926  C21 1.508, H86 1.088, H88 1.091, H146 1.091
52 C -4.664 -0.458 4.557  C50 1.508, H75 1.092, H87 1.091, H103 1.088
53 C -2.091 -2.680 0.406  C45 1.569, C68 1.556, H85 1.116, H93 1.104
54 C -4.529 0.947 -2.988  O10 1.211, C46 1.509, C59 1.507
55 C 2.736 6.538 4.456  C24 1.508, H91 1.089, H111 1.091, H135 1.091
56 C 0.373 -4.657 -2.866  F3 1.335, F4 1.369, F5 1.351, C28 1.575
57 C 1.618 -0.269 -2.732  S2 1.805, C36 1.576, C37 1.575, C39 1.584
58 C 4.711 -5.071 -2.289  N20 1.331, C69 1.400, H104 1.104
59 C -3.733 0.413 -4.152  C54 1.507, H98 1.091, H106 1.092, H108 1.086
60 C 3.919 -2.393 1.198  C30 1.209, H147 1.083
61 C -0.807 -0.846 6.086  O15 1.210, C32 1.510, C65 1.509
62 C 5.034 5.084 -3.947  O19 1.210, C23 1.508, C33 1.508
63 C 5.239 7.053 4.775  C24 1.508, H94 1.091, H117 1.089, H143 1.091
64 C 2.371 1.941 2.685  O9 1.215, C31 1.502, C40 1.505
65 C 0.152 -1.081 7.227  C61 1.509, H105 1.092, H119 1.091, H122 1.088
66 C 1.842 -2.784 -1.752  C28 1.580, C35 1.588, C36 1.573, C47 1.569
67 C -5.974 -0.685 2.356  C50 1.504, H102 1.091, H112 1.090, H124 1.091
68 C -3.304 -1.901 -0.181  O17 1.200, O18 1.371, C53 1.556
69 C 5.195 -4.784 -3.570  C29 1.414, C58 1.400, H107 1.097
70 H -0.829 -0.414 -6.909  C41 1.086
71 H -0.134 0.113 -0.495  C25 1.113
72 H 5.072 1.236 6.417  C26 1.089
73 H 0.168 -1.492 -7.895  C41 1.091
74 H -9.273 -3.537 2.070  C38 1.089
75 H -5.512 -0.788 5.160  C52 1.092
76 H 3.205 -1.131 -1.501  C36 1.107
77 H -2.313 -3.187 -9.077  C43 1.091
78 H 1.961 2.979 4.510  C31 1.092
79 H -2.366 -0.258 0.001  O18 0.971
80 H 0.068 -2.067 4.558  C32 1.092
81 H 3.370 6.081 -3.039  C33 1.091
82 H 0.898 -2.779 0.251  C35 1.110
83 H -0.995 -2.525 -10.088  C43 1.091
84 H 4.352 1.287 3.163  C40 1.092
85 H -1.341 -1.915 0.718  C53 1.116
86 H 1.574 1.104 8.845  C51 1.088
87 H -4.648 0.632 4.501  C52 1.091
88 H 3.049 0.421 9.552  C51 1.091
89 H 1.918 1.411 -1.311  C37 1.108
90 H -1.090 0.983 -1.821  C25 1.101
91 H 2.070 5.713 4.208  C55 1.089
92 H -5.923 -0.648 -2.672  C46 1.092
93 H -2.422 -3.283 1.269  C53 1.104
94 H 5.086 7.454 5.778  C63 1.091
95 H 3.540 6.362 -4.797  C33 1.091
96 H -1.627 -1.629 4.275  C32 1.090
97 H -10.253 0.213 0.300  C34 1.089
98 H -3.623 -0.669 -4.064  C59 1.091
99 H 2.933 4.809 -4.194  C33 1.089
100 H 5.254 0.505 8.022  C26 1.091
101 H 4.050 1.924 -3.632  C44 1.121
102 H -6.878 -1.026 2.862  C67 1.091
103 H -3.745 -0.795 5.031  C52 1.088
104 H 5.247 -5.857 -1.728  C58 1.104
105 H -0.136 -1.979 7.779  C65 1.092
106 H -4.230 0.664 -5.092  C59 1.092
107 H 6.068 -5.299 -3.988  C69 1.097
108 H -2.746 0.866 -4.148  C59 1.086
109 H 1.708 -0.840 -0.637  C36 1.111
110 H 4.379 0.844 -2.055  C44 1.103
111 H 2.612 7.325 3.710  C55 1.091
112 H -5.911 -1.174 1.384  C67 1.090
113 H 6.168 6.826 -4.468  C23 1.091
114 H -9.873 -1.110 -0.817  C34 1.091
115 H 7.099 5.544 -3.674  C23 1.089
116 H -1.560 -2.538 -2.587  C49 1.109
117 H 6.212 6.564 4.737  C63 1.089
118 H 1.792 -4.354 -0.121  C35 1.098
119 H 1.166 -1.186 6.839  C65 1.091
120 H -10.808 -3.461 1.187  C38 1.091
121 H 3.188 -0.273 -4.505  C39 1.100
122 H 0.122 -0.231 7.904  C65 1.088
123 H 0.712 2.762 -0.206  C48 1.100
124 H -6.014 0.394 2.203  C67 1.091
125 H -0.702 -4.229 -0.170  C45 1.101
126 H 5.998 6.545 -2.711  C23 1.091
127 H -6.388 0.901 -1.944  C46 1.090
128 H -1.150 -2.155 -6.885  C41 1.092
129 H -0.653 -1.638 -1.367  C49 1.105
130 H 0.672 1.889 3.964  C31 1.091
131 H -11.426 -1.096 0.070  C34 1.091
132 H -2.213 -4.160 -1.164  C45 1.107
133 H -9.255 -3.474 0.299  C38 1.091
134 H -2.676 -2.048 -10.386  C43 1.089
135 H 2.474 6.916 5.445  C55 1.091
136 H -6.533 0.685 -3.699  C46 1.092
137 H 4.167 3.059 2.989  C40 1.091
138 H -1.048 2.933 -0.596  C48 1.104
139 H -1.237 -2.860 5.489  C32 1.092
140 H 2.876 -2.410 -4.268  C22 1.093
141 H 4.792 -3.509 -5.342  C29 1.095
142 H 4.178 2.015 1.555  C40 1.091
143 H 5.224 7.862 4.043  C63 1.091
144 H 5.068 2.276 7.853  C26 1.091
145 H 2.145 1.208 4.678  C31 1.091
146 H 2.864 2.192 9.382  C51 1.091
147 H 4.926 -2.386 1.596  C60 1.083
148 H -0.515 1.893 0.727  C48 1.108

Results
- Frontier orbital gap: 0.308 Eh
- HOMO energy: -8.01 eV
- SMILES: C#CC[C@]1(c2ccccn2)C[C@](C=C)([C@@H](Cl)CC)S(=O)(=O)O[C@@]1(CCCC(=O)O)C(F)(F)F.CC(C)=O.CC(C)=O.CC(C)=O.CC(C)=O.CC(C)=O.CC(C)=O.CC(C)=O.CC(C)=O.CC(C)=O
- Energy: -4180.37495 Eh